Below is a 2-piece molecular cluster, CH3NOSi overall at a distorted geometry, with properties calculated with the ωB97M-V functional and the def2-TZVPD basis.

Values from the calculation:
HOMO level (alpha / beta) in eV: -9.0 / -7.2
ΔE to the lowest compared entry with this formula, charge and spin in kJ/mol: 310.8
E in Ha: -459.1151
F_max in hartree/bohr: 0.0654
Spin multiplicity: 3

Each line ends with the Löwdin charge.
Atoms and positions in Å:
C: -1.512 -0.695 -0.089  -0.0854
N: -3.369 0.430 -0.012  -0.0761
O: -0.568 0.054 0.012  -0.3630
Si: 1.118 0.049 0.020  0.6761
H: 1.385 0.998 -1.050  -0.0495
H: 1.376 0.474 1.388  -0.0492
H: 1.569 -1.310 -0.269  -0.0530